No. 1
This record from the OMol25 dataset describes a single C3H7NOS molecule at a distorted geometry. The level of theory is ωB97M-V/def2-TZVPD.

```
13
Properties=species:S:1:pos:R:3:mulliken_charge:R:1
C -1.190 1.680 0.476 -0.6377
C 1.181 -1.015 0.813 -0.9675
C -1.142 0.383 0.786 -0.2083
N 0.166 0.066 -1.553 -0.4127
O 0.115 -0.709 -2.727 -0.4251
S -0.321 -0.783 -0.266 0.3045
H 0.989 -0.680 -3.083 0.3158
H -0.903 2.128 -0.377 0.4659
H -1.761 2.250 1.336 0.1856
H 1.594 -1.899 0.468 0.2982
H 0.862 -1.089 1.824 0.3874
H 1.743 -0.154 0.588 0.3299
H -1.332 -0.177 1.716 0.3639
```

Calculated values
2S+1 = 1
total charge = 0
molecular weight = 105.2 g/mol
orbital gap = 8.52 eV
electronic energy = -17592.3042 eV

---

No. 2
This record from the OMol25 dataset describes a molecular structure, C3H7NOS at a distorted geometry. The level of theory is ωB97M-V/def2-TZVPD.

```
13
Properties=species:S:1:pos:R:3:mulliken_charge:R:1
C -0.140 -1.453 -0.739 -1.0082
C 1.418 1.565 0.433 -0.8110
C -0.525 -0.272 0.108 -0.0358
N -2.348 -0.666 0.332 -0.0111
O -3.063 0.259 0.266 -0.3137
S -0.122 1.339 -0.523 0.0130
H -0.461 -1.300 -1.766 0.2978
H 0.940 -1.610 -0.732 0.3108
H -0.622 -2.347 -0.347 0.3537
H 2.003 0.650 0.388 0.2636
H 1.177 1.814 1.462 0.2892
H 1.970 2.376 -0.031 0.3213
H -0.228 -0.355 1.149 0.3303
```

Calculated values
2S+1 = 3
total charge = 0
molecular weight = 105.2 g/mol
⟨S²⟩ = 2.0103
orbital gap (alpha / beta) = 8.39 / 8.28 eV
electronic energy = -17593.2422 eV

---

No. 3
This record from the OMol25 dataset describes a single C3H7NOS molecule at a distorted geometry. The level of theory is ωB97M-V/def2-TZVPD.

```
13
Properties=species:S:1:pos:R:3:mulliken_charge:R:1
C -0.320 -1.505 -0.482 -1.0369
C -0.989 1.696 0.762 -0.6932
C 0.782 -0.555 -0.718 0.0270
N 1.590 -0.409 0.457 -0.2225
O 2.787 -0.410 0.232 -0.4642
S 0.061 1.447 -0.660 0.0882
H -0.704 -1.299 0.467 0.3255
H -0.980 -1.423 -1.333 0.3177
H 0.034 -2.552 -0.418 0.3251
H -1.005 0.816 1.512 0.2660
H -1.967 2.049 0.439 0.3208
H -0.583 2.640 1.425 0.2776
H 1.294 -0.494 -1.682 0.4687
```

Calculated values
2S+1 = 3
total charge = 0
molecular weight = 105.2 g/mol
⟨S²⟩ = 2.0154
orbital gap (alpha / beta) = 6.77 / 4.51 eV
electronic energy = -17590.9021 eV

---

No. 4
This record from the OMol25 dataset describes 2 unconnected molecules or ions with the total composition C3H7NOS2 at a distorted geometry. The level of theory is ωB97M-V/def2-TZVPD.

```
14
Properties=species:S:1:pos:R:3:mulliken_charge:R:1
C 2.834 -0.737 -0.423 0.6787
C -2.557 0.602 -0.695 -0.7929
C -1.129 0.861 -0.891 -0.2192
N 3.127 -1.824 -0.019 -0.4622
O 2.620 0.356 -0.783 -0.5270
S -0.221 1.105 0.561 -0.0725
S 0.506 -0.840 1.967 -0.4830
H -3.014 0.903 -1.629 0.2779
H -2.919 1.284 0.229 0.2692
H -2.543 -0.533 -0.547 0.2321
H -0.644 0.392 -1.624 0.4200
H 2.911 -2.327 0.827 0.3241
H 1.057 0.934 -0.006 0.2598
H -0.030 -0.178 3.032 0.0951
```

Calculated values
2S+1 = 1
total charge = 0
molecular weight = 137.2 g/mol
orbital gap (alpha / beta) = 7.25 / 7.40 eV
electronic energy = -28429.5600 eV

---

> What is the 2S+1 in the first record?

1